(1)
13
Properties=species:S:1:pos:R:3:forces:R:3:nbo_charge:R:1 method="wB97M-V/def2-TZVPD" mol_weight_da=134.23 smiles="S=C(NS)N1CC1" homo_energy_ev=-8.340 gap_ev=8.942
S -0.688587 1.748442 1.464126 0.051 -0.269 -0.184 -0.2072
C 0.245107 0.530741 0.835273 0.771 -0.306 -0.121 0.2592
N 1.436589 0.202443 1.382165 0.296 0.943 1.205 -0.7069
S 2.561612 -1.023007 0.896835 0.104 0.224 0.384 0.1714
N -0.025281 -0.279425 -0.328521 1.579 0.389 1.175 -0.5014
C -0.723668 0.391511 -1.410986 -0.858 0.355 0.949 -0.2410
C -1.405524 -0.585143 -0.558286 -1.437 -1.445 0.149 -0.2434
H 1.765580 0.769034 2.215994 -0.831 -0.976 -1.573 0.4362
H 1.847819 -1.382197 -0.160504 -0.256 -0.081 -0.346 0.1606
H -0.420332 0.041740 -2.343930 0.501 -0.148 -1.508 0.2052
H -0.973283 1.424620 -1.265475 0.032 0.333 -0.048 0.2280
H -2.052310 -0.220442 0.261396 0.043 -0.300 -0.879 0.2320
H -1.567722 -1.618317 -0.988086 0.007 1.282 0.796 0.2074

(2)
13
Properties=species:S:1:pos:R:3:forces:R:3:nbo_charge:R:1 method="wB97M-V/def2-TZVPD" mol_weight_da=130.25 homo_energy_ev=-9.602 gap_ev=8.704
C -1.971689 -0.775011 -0.871083 1.337 1.023 0.488 -0.7356
S -0.906574 -0.741948 0.652644 -0.595 -0.567 0.076 0.3641
C 0.398403 0.343854 0.480252 0.764 1.722 -4.491 -0.2840
Si 1.685724 0.270168 1.817521 0.913 -1.193 0.784 0.8505
N 0.797344 1.074258 -0.618373 0.194 -2.211 5.209 -0.5361
C 0.270145 0.983278 -1.790493 -0.563 0.885 -1.034 0.3741
N -0.129168 1.153554 -2.857123 -0.277 -0.294 -1.036 -0.3748
H -2.064071 -1.744178 -1.293322 1.117 -1.072 -0.559 0.2358
H -1.495838 -0.015698 -1.544468 -1.523 -0.878 0.372 0.2733
H -2.982164 -0.697032 -0.524458 -0.526 1.348 0.252 0.2364
H 1.047338 -0.201190 3.040080 -0.390 0.712 0.563 -0.1447
H 2.588114 -0.884931 1.732709 -0.131 -0.573 -0.781 -0.1458
H 2.762435 1.234876 1.776114 -0.319 1.100 0.157 -0.1131

(3)
12
Properties=species:S:1:pos:R:3:forces:R:3:nbo_charge:R:1 method="wB97M-V/def2-TZVPD" mol_weight_da=84.10 smiles="C[N+]1=NN=CC1" charge=+1 homo_energy_ev=-16.524 gap_ev=10.194
C 1.691642 0.172720 0.746227 0.906 -0.073 -1.804 -0.4395
N 0.357927 0.365473 0.193621 -2.769 -0.192 -1.460 0.0040
N -0.269227 1.451303 0.216133 1.667 -1.169 0.441 0.1667
N -1.511273 1.347195 -0.334238 -0.450 1.810 0.308 -0.2167
C -1.795001 0.144432 -0.555524 -0.973 -1.824 -0.971 0.1506
C -0.734794 -0.822733 -0.407920 2.755 1.698 1.297 -0.3010
H 2.509813 0.412378 0.001978 -1.202 -0.120 0.411 0.2722
H 1.895176 0.776969 1.609814 -0.396 0.009 0.583 0.2727
H 1.683836 -0.888402 0.844470 0.701 -0.698 0.895 0.2359
H -2.669877 -0.134243 -1.124771 -0.455 0.199 0.263 0.2602
H -0.662604 -1.700452 0.235467 -0.426 0.328 0.261 0.2985
H -0.495618 -1.124640 -1.425255 0.643 0.032 -0.225 0.2964

(4)
13
Properties=species:S:1:pos:R:3:forces:R:3:nbo_charge:R:1 method="wB97M-V/def2-TZVPD" mol_weight_da=100.10 charge=+1 homo_energy_ev="-13.485 / -13.415" gap_ev="6.967 / 6.765"
H 0.871636 -2.372963 -0.020569 -1.235 1.109 0.235 0.4099
N 1.137808 -1.392175 0.153018 2.044 1.897 0.020 -0.4846
N 0.397011 -0.344048 0.040408 -0.534 -2.657 -0.848 0.0042
C -1.077195 -0.418408 -0.028082 -0.187 -0.289 -0.549 -0.4294
C 0.871544 0.869525 -0.130571 1.105 0.144 0.388 -0.1133
C 2.295923 1.055859 -0.080790 -2.288 -0.142 0.345 -0.0679
N 3.132735 0.125085 -0.038916 0.851 -0.805 0.066 0.3869
O 4.079302 -0.530318 0.026313 -0.447 0.365 0.014 -0.0214
H -1.301074 -1.335841 -0.645009 -0.164 0.964 1.062 0.2480
H -1.449837 -0.396676 1.033311 0.029 -0.199 -1.339 0.2608
H -1.298738 0.485905 -0.626577 -0.828 -0.743 0.629 0.2290
H 0.180114 1.697689 -0.223156 0.436 -0.112 0.221 0.2576
H 2.530023 2.076997 0.138613 1.217 0.467 -0.242 0.3202

(5)
13
Properties=species:S:1:pos:R:3:forces:R:3:nbo_charge:R:1 method="wB97M-V/def2-TZVPD" mol_weight_da=100.10 charge=+1 homo_energy_ev="-14.085 / -14.087" gap_ev="8.022 / 7.956"
C 0.921655 0.196939 -0.330221 2.969 -0.041 0.789 0.4178
C -1.281141 0.702512 0.178358 0.945 -1.429 -3.543 -0.2304
C -1.080266 -0.833054 -0.037631 -3.972 0.385 -0.595 -0.2627
N 3.207493 0.253939 -0.509507 0.070 -1.292 2.485 0.4808
N 0.098134 1.164930 -0.072853 -0.750 2.156 0.846 -0.5767
N 0.346515 -0.965301 -0.286256 -1.279 -2.464 0.157 -0.5979
O 3.685724 -0.252077 0.375888 -1.401 1.368 -2.471 -0.0248
H -2.003988 1.136105 -0.533463 0.605 -0.176 0.088 0.2227
H -1.672495 0.833312 1.091295 -0.714 1.190 3.656 0.2150
H -1.519953 -1.398136 0.843951 1.145 0.390 -1.034 0.2352
H -1.825430 -1.020794 -0.919619 2.040 -0.584 1.185 0.2334
H 0.392411 2.083428 0.284159 0.006 -0.708 -0.799 0.4409
H 0.731343 -1.901800 -0.084099 0.336 1.204 -0.763 0.4468

(6)
13
Properties=species:S:1:pos:R:3:forces:R:3:nbo_charge:R:1 method="wB97M-V/def2-TZVPD" mol_weight_da=100.10 smiles="C=N/C=C(/O)N=[NH2+]" charge=+1 homo_energy_ev="-13.257 / -13.256" gap_ev="7.833 / 7.832"
C -2.093622 0.711422 0.106870 -0.606 0.869 0.493 0.1760
N -1.822405 -0.443122 -0.317729 -2.972 2.545 0.853 -0.3191
C -0.879472 -1.178329 -0.098584 5.085 -5.371 0.400 0.1798
C 0.487240 -0.659933 0.117430 -2.499 3.343 -0.295 0.2958
O 1.533895 -1.440839 -0.020343 1.529 -0.773 -0.229 -0.6772
N 0.522352 0.676078 -0.008935 0.158 -1.150 -0.351 -0.1601
N 1.654160 1.270338 -0.257834 0.954 -1.709 0.527 -0.5165
H -2.271953 1.459900 -0.607428 -0.578 0.971 -1.074 0.2117
H -2.235908 1.063038 1.154600 0.380 -0.988 -0.464 0.2328
H -0.875032 -2.323310 -0.212247 -0.594 1.779 0.031 0.2463
H 1.679969 -2.060860 0.707067 -0.077 0.074 0.008 0.5213
H 1.829419 2.259905 -0.309375 -0.915 0.136 0.081 0.4210
H 2.471356 0.665716 -0.253498 0.135 0.273 0.020 0.3880

(7)
13
Properties=species:S:1:pos:R:3:forces:R:3:nbo_charge:R:1 method="wB97M-V/def2-TZVPD" mol_weight_da=116.17 charge=+1 homo_energy_ev="-13.117 / -13.117" gap_ev="7.415 / 7.414"
C 0.352134 1.843406 0.045187 1.952 2.182 -1.126 0.0025
C 1.788812 1.354974 -0.110182 -1.106 0.787 1.556 -0.0122
C -1.645828 -0.966365 0.030169 1.196 1.143 1.770 -0.4616
N -0.604689 1.172340 -0.429177 0.930 0.027 1.904 0.1080
N -1.257492 0.266762 -0.693567 -1.545 -1.575 -2.118 0.1010
N 2.017764 0.106563 -0.102914 -2.417 1.968 -0.622 -0.5651
S 3.470857 -0.546366 -0.120993 0.336 -2.410 0.156 0.4045
H 0.214013 2.961673 0.164106 -0.171 -1.561 0.401 0.2812
H 2.520492 2.130692 0.145208 -0.044 -0.089 -0.594 0.2060
H -2.525701 -0.753425 0.663724 0.521 0.048 -0.077 0.2705
H -1.962508 -1.624968 -0.746928 0.183 -0.686 -0.292 0.2595
H -0.712281 -1.247646 0.644735 -1.646 0.048 -0.897 0.2572
H 2.741527 -1.722952 -0.076694 1.811 0.119 -0.060 0.1486

(8)
13
Properties=species:S:1:pos:R:3:forces:R:3:nbo_charge:R:1 method="wB97M-V/def2-TZVPD" mol_weight_da=116.17 smiles=Cc1[nH+]cnn1S charge=+1 homo_energy_ev=-14.013 gap_ev=10.554
C -0.950662 -0.504992 -1.514665 0.842 3.019 2.419 -0.6641
C -0.173185 0.053935 -0.320225 -1.032 -1.500 0.043 0.4556
N -0.338059 1.289577 0.196511 1.568 -3.317 0.074 -0.4960
C 0.466415 1.314263 1.301967 -0.800 3.724 0.499 0.2128
N 1.066196 0.203756 1.490991 0.589 -0.303 1.059 -0.2246
N 0.645826 -0.608720 0.499706 -1.403 2.472 -1.283 -0.2905
S 1.216309 -2.166071 0.325260 0.569 -1.311 0.092 0.3198
H -1.936364 -0.017958 -1.386483 0.614 0.478 -1.333 0.2643
H -1.240993 -1.466139 -1.299406 0.150 -2.776 0.070 0.2611
H -0.234905 -0.329652 -2.305683 -0.918 -0.200 -1.109 0.2729
H -0.747267 1.951352 -0.383808 -0.971 2.024 -0.441 0.4532
H 0.475946 2.302802 1.853888 0.567 -1.819 -0.226 0.2649
H 1.750742 -2.022153 1.541949 0.226 -0.491 0.136 0.1705

(9)
13
Properties=species:S:1:pos:R:3:forces:R:3:nbo_charge:R:1 method="wB97M-V/def2-TZVPD" mol_weight_da=98.11 homo_energy_ev=-7.749 gap_ev=8.489
C -1.165757 0.244740 -1.619526 -2.630 0.212 -2.082 -0.4474
C 0.118856 0.372840 0.069342 -0.240 1.561 1.322 0.5092
C 1.111122 -0.200669 1.874241 3.232 -5.410 3.825 0.1702
H -2.421183 0.206957 -1.116246 3.324 -1.020 -2.777 0.2281
H -0.410874 -0.897092 -1.743902 -2.925 3.826 -0.597 0.1542
H -1.074966 0.856094 -3.005812 -0.534 -1.783 4.366 0.1971
H 1.419458 1.761895 1.103543 -0.324 -0.433 0.554 0.4443
H 1.670613 -0.291131 2.826398 -0.454 0.368 -0.788 0.2074
H -0.437829 -1.680376 -0.469541 1.763 1.643 2.658 0.4463
N -0.732944 1.127307 -0.539517 2.841 -1.438 -1.854 -0.5726
N 1.023230 0.830429 1.141274 -3.297 3.153 -5.149 -0.5827
N 0.765177 -1.315904 1.295353 0.216 -1.539 3.259 -0.2953
N 0.135098 -1.015091 0.184392 -0.973 0.860 -2.739 -0.4588

(10)
13
Properties=species:S:1:pos:R:3:forces:R:3:nbo_charge:R:1 method="wB97M-V/def2-TZVPD" mol_weight_da=98.11 smiles="Cn1[nH]n1C=C=N" homo_energy_ev=-8.033 gap_ev=8.630
C -0.850395 1.331206 0.057616 1.400 0.374 0.200 -0.4047
N -0.926974 -0.044497 0.430124 -3.649 -1.978 0.063 -0.2703
N -1.315403 -1.023658 -0.551708 0.501 0.307 -0.101 -0.3256
N -0.517667 -1.443333 0.597144 0.244 1.766 0.546 -0.0639
C 0.870660 -1.473615 0.339242 -0.385 0.666 -0.062 -0.3061
C 1.396728 -0.305529 -0.026346 2.580 -1.494 -0.277 0.4213
N 2.309105 0.500281 -0.188628 -1.426 0.748 0.726 -0.6134
H -0.530941 1.431352 -0.984466 0.001 0.313 0.036 0.1859
H -1.826008 1.787665 0.226945 -0.108 -0.064 -0.174 0.2029
H -0.153794 1.827204 0.733100 0.104 0.172 -0.180 0.2191
H -2.284296 -1.298420 -0.361406 0.191 -0.172 0.325 0.3302
H 1.420798 -2.279499 0.796059 0.330 -0.249 -0.688 0.2410
H 2.408188 0.990845 -1.067677 0.217 -0.390 -0.415 0.3836

(11)
13
Properties=species:S:1:pos:R:3:forces:R:3:nbo_charge:R:1 method="wB97M-V/def2-TZVPD" mol_weight_da=98.11 homo_energy_ev=-9.154 gap_ev=9.899
H -1.746354 1.378265 -0.638383 0.328 0.194 0.248 0.3306
N -1.009469 1.941356 -0.195004 -0.114 -0.355 -0.223 -0.6386
C 0.017752 1.266935 0.111762 -0.465 0.155 -0.100 0.2616
N 0.234493 -0.121690 -0.026072 0.335 0.195 0.124 -0.3337
C 1.558884 -0.577953 -0.090662 -0.275 -0.325 -0.103 0.2889
N 2.551250 0.195121 0.029840 0.452 -0.481 -0.001 -0.6833
H 3.416539 -0.361510 -0.019098 -0.488 0.412 0.003 0.3554
N -0.710374 -1.109626 -0.222011 -0.077 0.380 0.116 -0.2203
C -1.909127 -0.927512 0.166612 -0.024 -0.075 -0.151 -0.1251
H 0.889764 1.783911 0.501246 0.023 -0.200 0.036 0.2114
H 1.586338 -1.661796 -0.256124 -0.003 0.233 0.066 0.1784
H -2.304044 -0.042966 0.684886 0.249 -0.342 -0.206 0.1800
H -2.575653 -1.762539 -0.046989 0.060 0.208 0.190 0.1947

(12)
13
Properties=species:S:1:pos:R:3:forces:R:3:nbo_charge:R:1 method="wB97M-V/def2-TZVPD" mol_weight_da=98.11 smiles=Nc1cn(N)cn1 homo_energy_ev=-7.989 gap_ev=8.873
N -1.183052 0.017070 -2.154735 -1.591 -3.290 -2.393 -0.8526
C -0.605710 -0.065179 -0.858081 -0.292 0.880 -2.222 0.2773
C 0.154375 0.949484 -0.217264 -0.942 -1.290 -1.301 -0.2285
N 0.616471 0.184116 0.829341 2.192 2.766 1.067 -0.1882
N 1.236047 0.868997 1.895332 -2.460 0.986 1.280 -0.6192
C 0.261020 -1.075316 0.788938 -0.851 -1.911 -0.727 0.1755
N -0.530671 -1.291778 -0.266635 0.692 1.105 0.491 -0.4903
H -1.459379 -1.021971 -2.657537 1.326 3.783 2.502 0.3862
H -2.013061 0.589919 -2.359763 0.799 -0.102 0.837 0.3812
H 0.568045 2.017496 -0.442652 -1.213 -2.472 0.470 0.2389
H 2.003883 1.414923 1.551448 0.537 0.018 -0.459 0.3526
H 0.461117 1.600678 2.090749 1.954 -1.372 0.283 0.3523
H 0.609721 -1.903809 1.413069 -0.152 0.898 0.173 0.2149